Entry from the Open Molecules 2025 dataset: a molecular structure, C32H29MnN7O3PS (ωB97M-V/def2-TZVPD).

Net charge: +1
HOMO energy (alpha / beta) (eV): -10.33 / -10.33
⟨S²⟩: 8.755
E_tot (eV): -101667.1470
Spin multiplicity: 6

Each line ends with the Löwdin spin population.
Atoms and positions in Å:
H  -1.98534  -0.58139  3.02483  0.00
H  1.73616  -4.19769  0.63773  0.00
C  0.56486  -1.65649  2.85833  0.01
H  -1.01874  -3.95639  0.92953  0.00
H  2.13746  2.46921  -1.23127  0.00
P  0.74606  -1.56739  0.16683  0.04
N  2.56596  0.71631  -0.56957  0.03
C  0.12236  -2.31549  1.71113  0.00
N  1.47326  2.00941  2.20583  0.03
H  -3.12494  2.10351  -2.25767  0.00
O  0.46826  2.95511  -0.77197  0.04
C  0.20916  -2.11849  4.10883  0.00
C  -1.80344  5.56061  -3.34687  0.00
C  -1.07994  -4.02119  -3.26187  0.00
C  2.61156  -3.56869  0.54753  0.00
H  1.03456  3.60861  1.00233  0.00
H  2.22916  1.01071  3.89103  0.00
H  -0.51104  5.41471  -1.64537  0.00
C  -2.77054  3.07071  -2.57757  0.00
H  0.56296  -1.61689  4.99633  0.00
O  2.95256  1.98961  -0.97097  0.00
C  -3.26744  3.67151  -3.71087  0.00
C  0.04246  -2.56299  -1.17657  0.01
N  -1.28784  1.22751  -0.85247  0.04
C  -2.40794  -0.36079  2.05363  0.01
H  -1.44004  6.53351  -3.63827  0.00
H  3.97646  -5.17929  0.88793  0.00
H  -5.08554  -0.69469  0.05003  0.00
H  -3.95774  5.03581  -5.80457  0.00
C  -0.60244  -3.23959  4.21503  0.00
C  3.86896  -4.12519  0.68743  0.00
H  -1.65234  -4.77909  3.16983  0.00
C  3.58696  -1.39389  0.13593  0.00
C  -2.13224  0.58891  -0.01097  0.01
C  2.47276  3.21431  3.81273  0.00
H  2.11636  5.12951  2.71523  0.00
S  -0.98774  2.77131  -0.56257  0.01
C  3.57596  0.00331  -0.21727  0.02
C  -1.29644  4.94781  -2.22137  0.00
H  5.72896  -1.35159  0.24433  0.00
H  1.93166  -3.16679  -1.99067  0.00
C  -3.69284  -0.74979  1.71103  0.00
H  -1.51464  -4.59289  -4.06947  0.00
H  0.94426  -4.45229  -3.82917  0.00
N  -1.61944  0.27791  1.20253  0.04
C  -1.34294  -2.62139  -1.32677  0.00
C  2.45346  -2.21349  0.26553  0.01
C  -2.77934  4.92041  -4.12857  0.00
O  -1.35604  3.13031  0.79003  0.02
C  -0.67964  -3.44169  1.81803  0.00
H  -2.92684  6.39541  -5.55587  0.00
H  2.99366  3.45651  4.71533  0.00
C  -4.11114  -0.41509  0.42823  0.00
C  2.08766  1.94441  3.38383  0.01
H  -2.97234  -3.40919  -2.45887  0.00
C  4.85096  -1.97509  0.31413  0.00
H  5.97986  -3.74419  0.67963  0.00
C  4.99376  -3.32119  0.57173  0.00
N  -3.23044  5.48181  -5.27467  0.00
C  -1.89744  -3.35749  -2.35807  0.00
H  -0.90054  -3.59439  5.18833  0.00
H  4.55626  0.47711  -0.26547  0.00
C  -1.77654  3.70151  -1.84627  0.00
N  -3.35374  0.26271  -0.41277  0.00
H  1.19106  -0.77049  2.71693  0.00
Mn  0.49866  0.93031  0.49823  4.66
C  0.85886  -3.22169  -2.09257  0.00
H  -4.02414  3.17091  -4.29537  0.00
H  -4.31414  -1.29479  2.40343  0.00
N  1.46616  3.31051  1.87583  0.01
C  -1.03924  -3.89649  3.07713  0.00
C  2.04536  4.06571  2.81473  0.00
H  -1.98974  -2.08609  -0.64597  0.00
C  0.29786  -3.94569  -3.12857  0.00

Entry from the Open Molecules 2025 dataset: a molecular structure, C32H29N3O7Pb (ωB97M-V/def2-TZVPD).

HOMO energy (alpha / beta) (eV): -7.22 / -7.21
E_tot (eV): -57701.4071

Each line ends with the Mulliken charge.
Atoms and positions in Å:
C  -5.76056  -1.79848  -2.62627  -1.14
H  3.79424  -0.46048  -3.32007  0.45
C  3.06914  -1.06108  -1.39887  0.29
O  -2.24666  0.37692  -2.38597  -0.56
H  2.68254  5.31312  0.96773  0.41
H  3.41874  0.44852  4.66013  0.42
H  3.37754  5.22502  -1.40397  0.42
N  -1.31326  -2.51788  0.56903  0.32
H  -1.26006  -3.46158  2.44733  0.45
H  3.01544  3.16432  -2.71427  0.46
H  1.66494  3.34482  2.02243  0.44
O  -0.78536  2.16462  -1.21187  -0.42
H  -6.06946  -0.73098  -4.41877  0.43
Pb  -0.09946  -0.65508  -0.72797  1.45
O  -1.70876  -2.28178  -2.12367  -0.87
H  -6.63496  -2.42168  -2.71677  0.47
O  -2.58186  2.95442  -2.28457  -0.51
C  -3.34646  -0.20828  -2.40217  -0.06
H  -0.95166  0.73882  2.38663  0.35
H  -1.93706  3.14622  -2.98527  0.39
O  1.88354  -1.17898  -1.85887  -0.91
H  0.22914  -1.57838  2.64823  -0.37
C  2.45984  0.53022  4.16873  -0.87
C  2.40154  0.83452  2.82523  0.39
H  5.09584  -1.35778  1.34373  0.37
C  -3.79156  -0.33218  0.10993  -1.82
C  -0.61066  -3.24558  1.59053  -1.26
C  -2.31486  -2.97188  -0.03727  -0.81
C  -0.00646  0.66942  2.90383  -0.77
C  -2.74176  -2.36378  -1.37137  0.95
C  -2.98326  1.89972  -0.20827  -0.81
H  3.30594  0.98782  2.25303  0.55
O  -2.79856  0.62882  0.38193  0.03
H  -3.99956  2.02062  -0.60007  0.35
H  -5.37966  -2.36118  -0.57797  0.39
N  1.10344  1.08242  0.81003  0.76
C  2.58284  -1.87908  0.94323  -0.35
N  1.30324  -1.87458  0.93213  0.16
H  -0.26226  -4.19958  1.17673  0.42
O  -3.89956  -3.10658  -1.84107  -0.55
H  1.24354  -3.04388  2.69323  0.51
H  6.76304  -0.50158  -0.23787  0.41
H  -3.71746  -1.06158  0.92693  0.48
H  6.12574  -0.10258  -2.59847  0.39
C  -4.23416  -0.13908  -3.49407  -0.93
C  2.55424  4.40382  0.39783  -0.75
C  0.59544  -2.42268  2.05413  -0.02
H  -3.96546  0.52962  -4.29687  0.51
C  1.99714  3.30112  0.99503  -0.32
C  2.12404  2.10332  -1.10597  0.01
H  1.93704  1.21512  -1.68407  0.51
C  4.80674  -1.15388  0.32053  -0.68
C  2.93354  4.35992  -0.93867  -0.53
C  1.16344  0.88952  2.15853  -0.30
H  1.34764  0.11622  5.95443  0.40
C  0.06484  0.42992  4.26253  -0.34
C  -4.83876  -2.07458  -1.49417  -0.51
H  -0.84426  0.29712  4.83343  0.42
H  -4.78956  0.13892  0.16823  0.38
C  1.75354  2.11502  0.25683  0.19
C  4.09394  -0.63878  -2.29637  -0.29
C  2.71854  3.20072  -1.67617  -1.24
C  3.46644  -1.35388  -0.05027  0.62
C  5.74834  -0.68058  -0.56047  -0.80
C  5.38284  -0.44278  -1.88937  -0.38
H  3.09384  -2.32008  1.81273  0.20
C  -1.98386  2.25282  -1.31357  0.68
C  1.29514  0.33662  4.89853  -0.65
H  -2.78926  -3.93078  0.19393  0.43
H  -2.80736  2.64362  0.58373  0.47
C  -5.41876  -0.88618  -3.57057  -0.33
C  -3.72416  -1.06368  -1.22887  2.47

Entry from the Open Molecules 2025 dataset: a molecular structure, C32H29N4O2S3SiSr (ωB97M-V/def2-TZVPD).

ΔE to the lowest compared entry with this formula, charge and spin (kcal per mole): 10.1
Net charge: -1
HOMO energy (eV): -4.67
E_tot (eV): -84935.4252

Each line ends with the Mulliken charge.
Atoms and positions in Å:
C  -0.83822  2.10845  2.75379  -0.06
H  0.59065  0.02095  -5.65465  0.26
C  0.96055  -3.73830  -3.12144  0.04
C  2.81045  4.93652  -2.78704  -0.22
C  -0.69607  2.92032  5.03351  -0.90
C  0.11007  1.89386  5.41923  -0.92
C  -5.57366  4.40821  1.96306  -0.68
N  0.40093  0.14678  2.17172  0.22
H  1.31040  -4.50700  -3.80217  0.31
H  -0.30480  3.70878  -2.44032  0.56
C  0.49887  0.92274  4.46434  1.29
N  0.11394  -1.79948  -1.34875  -0.18
C  3.37588  1.67635  -0.98609  0.60
H  2.38202  -1.86083  3.98513  0.41
C  3.46740  3.90198  -2.15486  -0.96
H  0.86651  5.67323  -3.39705  0.37
H  0.89188  -0.81590  -7.19219  0.32
C  0.98574  -0.88817  -6.10481  -0.97
C  1.19181  -3.89374  -1.75644  -1.15
C  0.03358  1.02586  3.13347  -0.20
H  4.54220  3.92534  -2.03531  0.30
H  0.47186  1.81105  6.43716  0.34
H  -6.03773  5.31682  2.32604  0.36
Si  0.06952  -2.39408  -5.46710  0.20
H  1.72856  -0.25702  5.78434  0.39
H  5.92134  -0.38939  0.26764  0.44
C  1.43008  4.88534  -2.91743  -1.02
H  -0.98961  3.67829  5.75060  0.36
H  1.70606  -4.75609  -1.35464  0.37
C  -1.17275  3.04325  3.71062  -0.55
C  2.73850  2.80913  -1.66338  0.23
H  -6.29906  1.16815  1.29565  0.38
C  -4.38069  2.08060  1.03037  -0.45
H  1.90352  -3.99278  -6.09782  0.30
O  -1.42033  4.55890  0.98607  -0.77
C  1.21062  -0.83164  2.49292  0.02
C  -1.73611  -2.37077  -5.97628  -1.01
S  -1.91795  3.23841  0.67415  1.61
H  -3.63193  5.31312  1.68537  0.47
C  -4.23000  4.41512  1.60796  -0.04
O  -1.90726  2.83958  -0.72718  -0.78
H  2.04820  -0.95389  -5.85887  0.33
N  1.39955  2.77712  -1.78817  0.25
H  0.72441  -3.80450  -7.39394  0.27
C  1.35670  -0.15355  4.77104  -0.66
H  -7.36438  3.23959  2.12843  0.37
C  0.75538  -2.88669  -0.92372  -0.34
H  0.92258  -2.94929  0.14664  0.44
H  0.34832  -4.83123  -6.00947  0.30
H  -3.90511  1.17971  0.66399  0.42
H  -2.24089  -3.28150  -5.64493  0.32
C  0.30976  -2.61962  -3.61569  0.34
C  -6.31740  3.24365  1.85200  -0.33
H  3.36835  5.78232  -3.17088  0.39
N  -1.25015  2.05349  1.44392  -0.11
C  1.71403  -1.03215  3.79214  -1.03
C  -5.71933  2.07795  1.38452  -0.69
C  3.72866  -0.26036  0.12518  -0.38
H  -2.25163  -1.51616  -5.54118  0.31
C  -0.12450  -1.64816  -2.67171  0.25
C  -3.64246  3.25095  1.14334  -0.21
H  -1.79219  3.89125  3.45683  0.40
H  3.51190  -1.19225  0.64023  0.29
C  5.02563  0.12336  -0.04975  -0.67
S  -1.00369  -0.23285  -3.16399  -0.52
H  -1.81399  -2.31862  -7.06587  0.30
Sr  0.03592  0.80125  -0.56768  1.67
S  5.12080  1.60255  -0.90232  -0.38
C  0.77562  3.78664  -2.39235  -0.46
C  2.71733  0.62177  -0.39671  -0.30
C  0.83593  -3.90098  -6.31088  -1.11
H  1.50470  -1.49687  1.69021  0.27

Entry from the Open Molecules 2025 dataset: a molecular structure, C32H30AsCl3GeKN6O2S (ωB97M-V/def2-TZVPD).

ΔE to the lowest compared entry with this formula, charge and spin (kcal per mole): 66.5
Net charge: -2
HOMO energy (alpha / beta) (eV): -0.86 / -0.20
⟨S²⟩: 1.280
E_tot (eV): -228784.4458
Spin multiplicity: 2

Each line ends with the Löwdin spin population.
Atoms and positions in Å:
K  0.22475  0.89697  0.46149  0.00
H  -0.15255  -0.54698  6.23737  0.00
C  -3.51081  -0.11494  3.71347  -0.18
C  0.89978  -3.54936  1.66902  0.00
C  -4.17993  -0.82635  -5.77195  0.00
H  -1.15907  -3.27070  2.80247  0.00
H  -3.42726  -0.48481  1.67850  0.00
H  -3.49555  0.58054  5.73156  0.01
C  -1.83398  0.09951  -2.39546  0.00
O  0.18844  -0.44390  2.43110  0.06
N  -2.51464  2.34335  3.03406  0.06
C  -4.66846  -1.08502  -4.49613  0.00
Cl  0.09464  5.28664  1.56249  0.01
C  1.92567  -2.19005  3.97210  0.00
C  3.92403  -1.16253  -1.42622  0.00
As  0.16286  -1.34170  3.84829  0.00
H  2.42911  0.35145  -5.78048  0.00
H  1.98286  -2.79426  4.88981  0.00
N  1.78894  0.08366  -1.21046  0.00
O  -0.62776  1.73468  2.37917  1.34
H  -2.53980  -0.06172  -6.92941  0.00
C  -0.12523  -0.03987  5.26179  0.00
C  1.84301  0.66761  -2.42899  0.00
H  -3.91558  -1.08167  3.96450  -0.01
C  1.18632  4.15162  -3.45159  0.00
H  1.91855  2.77314  -5.73285  0.00
C  2.80724  -3.02318  0.32921  0.00
C  2.14283  0.07558  -3.66499  0.00
H  4.37845  -0.43294  -2.08629  0.00
C  2.17433  0.83659  -4.84416  0.00
C  -3.89741  -0.78087  -3.38158  0.00
N  1.13871  2.45176  -1.21657  0.00
C  -3.28153  0.81189  4.69548  -0.01
C  1.88305  2.19206  -4.81740  0.00
H  5.63781  -2.45978  -1.46787  0.00
C  1.49023  2.00507  -2.42248  0.00
H  -1.39492  -3.24693  4.55848  0.00
H  -0.62265  -2.03496  1.57264  0.00
H  -4.28388  -0.98411  -2.39015  0.00
C  4.64241  -2.31099  -1.06415  0.00
H  2.62672  -4.81897  1.51501  0.00
H  0.57463  5.67139  -2.05930  0.00
H  2.09852  -2.81388  3.13285  0.00
C  0.34163  -2.34053  1.24194  0.00
H  4.65142  -4.14288  0.05294  0.00
C  2.15733  -3.89175  1.20243  0.00
H  -1.06550  0.46709  5.08821  0.00
S  -2.46383  1.81681  0.45696  -0.01
C  2.62215  -0.93818  -0.94966  0.00
N  -3.23734  0.19751  2.39703  -0.11
H  -2.57627  2.81171  5.08066  -0.01
H  0.36632  -4.19701  2.34818  0.00
C  -2.63287  -0.21593  -3.54226  0.00
H  2.35194  -0.98783  -3.70704  0.00
C  -2.73861  1.42434  2.04298  -0.01
C  0.82398  3.74336  -1.12707  0.00
Ge  1.39380  3.49980  1.76701  0.03
H  -4.78313  -1.06416  -6.64119  0.00
H  -1.16204  0.48204  -4.95618  0.00
H  0.69570  0.68420  5.24505  0.00
H  -2.24223  -2.08037  3.51694  0.00
H  1.20156  4.81637  -4.30944  0.00
C  -2.91918  -0.26280  -5.93464  0.00
H  -5.65131  -1.52396  -4.37096  0.00
Cl  3.34302  4.03467  0.88152  0.03
H  2.68650  -1.40217  4.00358  0.00
C  0.83682  4.63146  -2.20618  0.00
H  0.55917  4.06416  -0.16113  0.00
C  -2.76780  2.05745  4.32857  -0.19
Cl  1.70415  3.22287  3.93093  0.00
C  4.09212  -3.25081  -0.20747  0.00
N  0.90770  -1.48931  0.40603  0.00
C  -1.32241  -2.62815  3.65242  -0.01
C  -2.14480  0.04278  -4.82273  0.00
N  -1.18943  0.35251  -1.47851  0.00
C  2.10609  -1.84242  -0.03822  0.00
C  1.52250  2.79615  -3.59304  0.00

Q: Number 4 is which compound?
A: C32H30AsCl3GeKN6O2S

Q: Which value of E_tot does entry 2 give?
A: -57701.4071 eV